(1)
# C44H37BrN2O8S

A cluster of 3 separate species, C44H37BrN2O8S in total (ωB97M-V/def2-TZVPD, OMol25).

Structure (ORCA input):
```
! RIJCOSX wB97M-V def2-TZVPD def2/J DEFGRID3
* xyz 0 1
C 4.527 -1.985 -0.601
C 5.279 -2.660 -1.730
O 6.060 -3.544 -1.513
N 5.060 -2.204 -3.093
C 5.522 -0.819 -3.188
C 3.638 -2.279 -3.472
C 2.919 -3.505 -2.917
C 1.726 -3.972 -3.756
C 0.793 -2.871 -4.307
C -0.336 -2.520 -3.385
C -1.548 -3.069 -3.356
Br -2.086 -4.467 -4.471
C -2.560 -2.604 -2.342
O -3.339 -3.350 -1.818
C -2.481 -1.140 -2.015
S -3.996 -0.299 -1.673
C -1.275 -0.568 -2.009
C -0.962 0.865 -1.721
C -0.326 1.544 -2.953
C -1.425 1.902 -3.941
N -1.600 1.064 -5.046
O -2.166 2.833 -3.748
C -0.112 -1.458 -2.351
O 0.958 -1.318 -1.808
H 3.842 -1.206 -0.937
H 5.245 -1.573 0.109
H 3.967 -2.755 -0.068
H 5.390 -0.471 -4.214
H 6.581 -0.759 -2.935
H 4.964 -0.133 -2.532
H 3.606 -2.307 -4.569
H 3.102 -1.365 -3.170
H 3.638 -4.328 -2.862
H 2.603 -3.313 -1.890
H 2.077 -4.590 -4.585
H 1.116 -4.629 -3.128
H 0.350 -3.231 -5.238
H 1.337 -1.955 -4.552
H -3.976 0.502 -2.749
H -1.870 1.412 -1.467
H -0.276 0.923 -0.872
H 0.185 2.461 -2.662
H 0.406 0.890 -3.433
H -0.964 0.277 -5.065
H -1.605 1.545 -5.935
O -5.298 7.678 1.040
C -5.040 6.498 1.141
C -4.954 5.618 -0.059
C -5.151 6.173 -1.318
C -5.044 5.380 -2.448
C -4.743 4.028 -2.328
C -4.561 3.467 -1.076
C -4.666 4.258 0.062
C -4.473 3.624 1.397
O -4.265 2.434 1.505
C -4.537 4.508 2.598
C -4.327 3.953 3.854
C -4.358 4.758 4.979
C -4.599 6.123 4.855
C -4.817 6.680 3.607
C -4.790 5.875 2.474
H -5.380 7.227 -1.396
H -5.191 5.816 -3.427
H -4.643 3.416 -3.215
H -4.330 2.416 -0.964
H -4.139 2.891 3.933
H -4.193 4.325 5.957
H -4.616 6.751 5.736
H -5.009 7.738 3.494
O 4.288 -1.622 2.318
C 3.502 -2.035 3.145
C 3.948 -2.395 4.521
C 5.286 -2.231 4.860
C 5.716 -2.533 6.140
C 4.813 -2.999 7.089
C 3.481 -3.175 6.754
C 3.044 -2.879 5.469
C 1.607 -3.093 5.128
O 0.834 -3.558 5.937
C 1.157 -2.712 3.758
C -0.182 -2.868 3.421
C -0.626 -2.499 2.162
C 0.268 -1.972 1.236
C 1.603 -1.821 1.563
C 2.056 -2.194 2.823
H 5.975 -1.864 4.111
H 6.758 -2.402 6.403
H 5.150 -3.226 8.092
H 2.767 -3.542 7.479
H -0.863 -3.278 4.155
H -1.670 -2.621 1.900
H -0.078 -1.672 0.258
H 2.303 -1.413 0.846
*
```

Its SMILES is CC(=O)N(C)CCCCC1=C(Br)C(=O)C(S)=C(CCC(N)=O)C1=O.O=C1c2ccccc2C(=O)c2ccccc21.O=C1c2ccccc2C(=O)c2ccccc21. As for the HOMO energy: -0.3347 hartree. Its LUMO energy is -1.55 eV. Its maximum force is 0.01492 hartree/bohr. For the frontier orbital gap, the calculation gives 7.560 eV.

(2)
# C34H87ClN5O18

A cluster of 8 separate species, C34H87ClN5O18 in total (ωB97M-V/def2-TZVPD, OMol25).

Structure (ORCA input):
```
! RIJCOSX wB97M-V def2-TZVPD def2/J DEFGRID3
* xyz -1 1
Cl 7.758 -12.316 1.539
O 6.496 -12.546 2.124
O 8.455 -13.564 1.354
O 7.663 -11.639 0.295
O 8.520 -11.468 2.406
C 2.365 -17.599 5.262
O 3.032 -18.238 4.205
C 4.392 -17.849 4.193
C 5.068 -18.396 2.886
N 5.439 -19.749 2.797
C 4.411 -20.773 2.910
C 5.131 -22.109 2.657
O 4.017 -23.075 2.505
C 4.295 -24.203 1.611
H 2.811 -17.767 6.242
H 1.288 -17.715 5.148
H 2.428 -16.513 5.181
H 4.967 -18.190 5.054
H 4.519 -16.769 4.116
H 5.994 -17.820 2.913
H 4.481 -18.113 2.013
H 6.030 -19.894 3.604
H 3.569 -20.637 2.230
H 3.880 -20.702 3.859
H 5.800 -22.566 3.386
H 5.683 -22.009 1.722
H 4.800 -23.849 0.712
H 3.293 -24.482 1.285
H 4.831 -25.045 2.048
C 17.687 -11.142 5.173
O 16.486 -11.887 4.848
C 15.474 -11.883 5.813
C 14.176 -12.383 5.143
N 14.325 -13.807 4.797
C 13.130 -14.304 4.056
C 13.531 -15.465 3.149
O 14.424 -15.083 2.105
C 13.721 -14.630 0.952
H 18.141 -11.531 6.085
H 17.335 -10.128 5.367
H 18.469 -11.230 4.419
H 15.404 -10.882 6.237
H 15.664 -12.542 6.660
H 13.887 -11.688 4.355
H 13.448 -12.381 5.954
H 15.082 -13.829 4.130
H 12.722 -13.496 3.450
H 12.392 -14.631 4.789
H 12.656 -15.999 2.778
H 14.111 -16.201 3.705
H 14.368 -14.333 0.125
H 13.087 -13.793 1.244
H 13.028 -15.388 0.589
C 6.831 -3.325 6.989
O 7.740 -4.299 6.516
C 7.598 -5.584 7.101
C 8.480 -6.471 6.304
N 9.936 -6.171 6.264
C 10.591 -6.807 5.077
C 12.046 -6.346 4.929
O 12.107 -4.924 4.863
C 13.400 -4.439 5.025
H 5.903 -3.852 7.212
H 6.616 -2.615 6.190
H 7.332 -2.994 7.899
H 6.575 -5.928 6.948
H 7.918 -5.607 8.143
H 8.187 -6.438 5.255
H 8.484 -7.466 6.749
H 10.166 -5.192 6.357
H 9.981 -6.671 4.185
H 10.657 -7.893 5.145
H 12.512 -6.827 4.069
H 12.560 -6.792 5.781
H 13.475 -3.351 5.037
H 14.092 -4.820 4.274
H 13.772 -4.670 6.023
C 8.044 -18.141 -6.168
O 7.570 -18.059 -4.787
C 6.654 -16.984 -4.568
C 6.147 -16.881 -3.162
N 5.274 -17.983 -2.804
C 3.965 -17.917 -3.437
C 3.100 -19.041 -2.861
O 3.630 -20.305 -3.191
C 2.959 -21.346 -2.565
H 8.484 -17.232 -6.580
H 7.246 -18.294 -6.894
H 8.782 -18.907 -6.406
H 5.950 -16.879 -5.394
H 7.219 -16.055 -4.640
H 5.549 -15.985 -2.999
H 7.016 -16.804 -2.509
H 5.101 -17.866 -1.816
H 4.075 -17.993 -4.518
H 3.533 -16.929 -3.279
H 2.117 -18.935 -3.320
H 2.970 -18.812 -1.804
H 1.916 -21.399 -2.875
H 3.099 -21.353 -1.484
H 3.427 -22.260 -2.934
C 9.113 -13.208 8.533
O 9.869 -12.948 9.752
C 10.446 -14.199 10.326
C 10.382 -14.106 11.864
N 10.891 -15.394 12.487
C 10.994 -15.374 13.995
C 9.773 -15.058 14.828
O 9.607 -13.684 14.920
C 8.460 -13.188 15.668
H 8.719 -12.235 8.240
H 8.264 -13.876 8.684
H 9.828 -13.597 7.809
H 11.453 -14.277 9.916
H 9.895 -15.078 9.992
H 9.367 -13.911 12.209
H 11.009 -13.277 12.194
H 11.821 -15.300 12.106
H 11.744 -14.687 14.387
H 11.323 -16.359 14.328
H 10.026 -15.398 15.832
H 8.868 -15.506 14.416
H 8.658 -13.318 16.732
H 7.522 -13.676 15.403
H 8.344 -12.114 15.525
C 2.998 -10.060 -4.760
C 4.262 -10.870 -4.584
O 4.966 -11.146 -5.751
O 1.951 -10.834 -5.325
H 3.000 -9.146 -5.354
H 2.522 -9.815 -3.811
H 4.150 -11.905 -4.264
H 4.982 -10.412 -3.906
H 4.368 -11.707 -6.250
H 1.599 -11.302 -4.564
C 1.573 -12.924 1.284
C 1.937 -14.195 0.577
O 1.353 -15.408 1.157
O 0.233 -12.778 1.169
H 2.091 -12.131 0.745
H 1.915 -12.888 2.318
H 3.019 -14.327 0.546
H 1.712 -14.170 -0.489
H 1.597 -15.664 2.050
H -0.149 -13.281 1.892
*
```

As for the HOMO energy: -0.2149 hartree. As for the relative energy (zero: lowest compared OMol25 entry of this formula, charge and spin): 101.2 kcal per mole. Its LUMO energy is 2.00 eV. Its maximum force is 0.05746 hartree/bohr. For the frontier orbital gap, the calculation gives 7.851 eV.

Among the records above, which one has the highest HOMO? C34H87ClN5O18

Which of these has the lowest maximum force? C44H37BrN2O8S

Which of these has the highest maximum force? C34H87ClN5O18

Among the records above, which one has the lowest frontier orbital gap? C44H37BrN2O8S